Formula: C5H5N3
Source: OMol25
Level of theory: the ωB97M-V functional and the def2-TZVPD basis

Geometry as XYZ:
```
13
Properties=species:S:1:pos:R:3
C -2.06 -0.12 -0.11
C -1.36 1.10 0.02
N -0.05 0.67 0.09
C 1.20 1.21 -0.05
C 2.03 0.09 -0.17
N 1.28 -1.13 0.22
C -0.06 -0.66 0.05
N -1.18 -1.23 -0.07
H -3.12 -0.20 -0.24
H -1.84 2.10 0.61
H 1.66 2.18 -0.27
H 3.04 0.07 -0.06
H 1.41 -2.07 -0.19
```

Summary:
- total charge = 0
- HOMO energy (eV) = -8.39
- spin multiplicity = 1
- SMILES = c1cn2cc[nH]c2n1
- gap between HOMO and LUMO (eV) = 9.332
- energy relative to the best compared isomer or geometry (same formula, charge and spin) (kcal/mol) = 31.4

Atom charges from the natural (NBO) analysis, given in e for atoms 1 to 4:
1. C -0.0639
2. C -0.1585
3. N -0.3736
4. C -0.0782

=====

Formula: C8H12IN2O2
Source: OMol25
Level of theory: the ωB97M-V functional and the def2-TZVPD basis

Geometry as XYZ:
```
25
Properties=species:S:1:pos:R:3
C -3.11 0.98 2.32
C 0.30 0.98 1.46
C -0.13 -0.20 1.05
C -2.52 0.19 1.42
C 1.61 -2.31 -1.64
C -0.21 1.49 -1.63
C 1.25 -1.78 -0.21
C 0.20 -0.62 -0.34
N 1.48 1.41 1.00
N 0.76 0.47 -1.14
O 1.77 1.05 -0.41
O 2.50 1.76 1.59
I -3.62 -0.92 -0.08
H -4.19 1.20 2.45
H -2.51 1.37 3.08
H 0.05 1.39 2.45
H 1.54 -1.62 -2.39
H 1.09 -3.28 -1.90
H 2.66 -2.51 -1.66
H 0.45 2.19 -2.10
H -1.06 0.98 -2.10
H -0.56 2.25 -0.90
H 0.80 -2.36 0.52
H 2.17 -1.20 0.11
H -0.73 -0.93 -0.96
```

Summary:
- total charge = -1
- HOMO energy (spin up / spin down) (eV) = -2.79 / -3.34
- spin multiplicity = 1
- gap between HOMO and LUMO (spin up / spin down) (eV) = 5.668 / 6.168

Atom charges from the natural (NBO) analysis, given in e for atoms 1 to 4:
1. C -0.6237
2. C -0.2229
3. C 0.0367
4. C -0.2170

=====

Formula: C4H12
Source: OMol25
Level of theory: the ωB97M-V functional and the def2-TZVPD basis

Geometry as XYZ:
```
16
Properties=species:S:1:pos:R:3
C 1.23 -0.05 -2.17
C 2.09 -0.86 -1.28
H 0.57 0.64 -1.67
H 1.65 0.47 -2.97
H 0.42 -0.71 -2.68
H 2.49 -1.72 -1.87
H 1.73 -1.38 -0.27
H 3.01 -0.37 -0.90
C -1.63 0.99 2.24
C -1.65 -0.01 1.11
H -2.09 1.94 2.11
H -2.03 0.61 3.33
H -0.56 1.31 2.48
H -2.72 -0.43 1.05
H -0.89 -0.74 1.39
H -1.61 0.30 0.12
```

Summary:
- total charge = 0
- HOMO energy (eV) = -11.19
- spin multiplicity = 1
- SMILES = CC.CC
- gap between HOMO and LUMO (eV) = 12.282
- energy relative to the best compared isomer or geometry (same formula, charge and spin) (kcal/mol) = 28.7

Atom charges from the natural (NBO) analysis, given in e for atoms 1 to 4:
1. C -0.6140
2. C -0.6245
3. H 0.2054
4. H 0.2134

=====

Formula: C8H13N4O3
Source: OMol25
Level of theory: the ωB97M-V functional and the def2-TZVPD basis

Geometry as XYZ:
```
28
Properties=species:S:1:pos:R:3
C -1.09 -2.91 -0.78
C -0.85 -1.62 -1.19
C -0.25 -1.86 0.87
C 2.55 0.71 -0.32
C 2.10 1.97 0.35
C -2.29 0.94 -0.34
C -1.03 1.34 0.23
C 0.07 0.42 -0.17
N -0.73 -3.02 0.52
N -0.17 -0.95 -0.27
N 0.29 -1.77 2.21
N 1.36 0.65 0.43
O -0.16 -2.49 3.06
O 1.02 -0.84 2.50
O 0.37 0.73 -2.24
H -1.46 -3.74 -1.42
H -1.02 -1.17 -2.12
H 2.35 0.55 -1.42
H 3.50 0.33 0.10
H 2.74 2.23 1.28
H 1.61 2.85 -0.07
H -2.34 1.22 -1.39
H -2.51 -0.18 -0.24
H -3.22 1.40 0.13
H -1.07 1.43 1.32
H -0.55 2.36 -0.15
H 1.29 0.20 1.52
H -0.52 1.21 -2.40
```

Summary:
- total charge = +1
- HOMO energy (eV) = -13.50
- spin multiplicity = 1
- gap between HOMO and LUMO (eV) = 8.287
- energy relative to the best compared isomer or geometry (same formula, charge and spin) (kcal/mol) = 198.1

Atom charges from the natural (NBO) analysis, given in e for atoms 1 to 4:
1. C -0.0727
2. C 0.0256
3. C 0.3079
4. C -0.2285

=====

Formula: C15H11AlCl2FO5
Source: OMol25
Level of theory: the ωB97M-V functional and the def2-TZVPD basis

Geometry as XYZ:
```
35
Properties=species:S:1:pos:R:3
O 2.29 -3.81 1.40
C 1.43 -3.06 1.16
F 0.60 -3.18 0.09
C 1.06 -1.82 1.95
C 0.50 -0.74 1.04
C -0.87 -0.52 0.98
O -1.72 -1.20 1.68
C -1.48 0.49 0.05
C -2.90 0.62 -0.02
C -3.17 -0.29 -1.34
C -4.70 -0.55 -1.40
Cl -4.88 -1.47 -2.84
C -0.61 1.24 -0.78
C 0.70 1.03 -0.70
C 1.27 0.06 0.21
C 2.77 -0.06 0.18
O 3.31 -1.11 0.34
C 3.49 1.20 -0.11
O 4.74 1.31 0.40
C 2.95 2.09 -0.96
Cl 3.71 3.52 -1.39
C 1.63 1.80 -1.57
O 1.33 2.12 -2.68
H 0.30 -2.09 2.66
H 1.95 -1.45 2.44
H -1.67 -1.11 2.65
H -3.18 1.64 -0.25
H -3.41 0.21 0.84
H -2.65 -1.25 -1.27
H -2.79 0.20 -2.22
H -5.23 0.39 -1.47
H -5.04 -1.09 -0.53
H -1.01 1.97 -1.48
H 4.91 2.09 0.98
Al 6.37 2.82 1.94
```

Summary:
- total charge = +3
- HOMO energy (eV) = -18.97
- spin multiplicity = 1
- gap between HOMO and LUMO (eV) = 4.272

Atom charges from the natural (NBO) analysis, given in e for atoms 1 to 4:
1. O -0.4161
2. C 0.8720
3. F -0.3418
4. C -0.5487

=====

Formula: C3H3NO4
Source: OMol25
Level of theory: the ωB97M-V functional and the def2-TZVPD basis

Geometry as XYZ:
```
11
Properties=species:S:1:pos:R:3
C 2.02 -0.50 0.63
C -0.90 0.00 -0.41
C -2.38 0.34 0.31
H 1.46 -1.15 2.06
H 1.60 0.27 -1.75
H -2.65 1.61 0.57
N 1.42 0.60 -0.53
O 3.27 -0.47 0.07
O 0.03 1.00 -0.13
O -0.68 -1.02 -1.06
O -3.19 -0.67 0.24
```

Summary:
- total charge = 0
- HOMO energy (eV) = -10.44
- spin multiplicity = 1
- gap between HOMO and LUMO (eV) = 8.875
- energy relative to the best compared isomer or geometry (same formula, charge and spin) (kcal/mol) = 250.1

Atom charges from the natural (NBO) analysis, given in e for atoms 1 to 4:
1. C 0.4693
2. C 0.6854
3. C 0.2937
4. H 0.2485

=====

Listing maximum force for the structures above in their given order: 0.0887, 0.0906, 0.0865, 0.0889, 0.0443, 0.1884 Eh/bohr.
Listing molecular weight for the structures above in their given order: 107.116, 295.100, 60.140, 213.217, 388.134, 117.060 g/mol.